Below is an isolated molecule of C21H26N2O3, with properties calculated with wB97M-V/def2-TZVPD.

- F_max: 0.85 eV/Å
- Net charge: 0
- Relative energy (zero: lowest compared OMol25 entry of this formula, charge and spin): 71.5 kcal per mole
- Lowest unoccupied orbital energy: 0.7 eV
- SMILES: CC[C@@H](C)/C(C)=N/NC(=O)c1ccccc1OCCOc1ccccc1
- M: 354.450 g mol⁻¹
- Frontier orbital gap: 9.3 eV

Each line ends with the Mulliken charge.
Geometry (Å):
C 3.76 -1.15 2.04  -0.998
C 4.95 -0.47 1.37  -0.647
C 4.74 -0.22 -0.14  0.548
C 4.71 -1.52 -0.94  -1.671
C 3.49 0.59 -0.33  0.520
C 3.50 2.00 0.18  -1.752
N 2.51 0.02 -0.90  -0.487
N 1.28 0.64 -1.02  0.021
C 0.55 1.12 0.01  0.494
O 0.96 1.22 1.16  -0.705
C -0.84 1.54 -0.35  0.635
C -1.44 2.46 0.52  -0.587
C -2.74 2.88 0.35  -0.620
C -3.48 2.37 -0.70  -0.701
C -2.92 1.46 -1.57  -0.413
C -1.60 1.03 -1.40  0.489
O -1.05 0.14 -2.31  -0.679
C -1.69 -1.12 -2.42  -0.634
C -1.27 -2.05 -1.27  -0.676
O -1.49 -1.49 0.00  -0.443
C -2.76 -1.24 0.45  0.762
C -2.84 -0.43 1.58  -0.274
C -4.07 -0.11 2.11  -0.510
C -5.23 -0.58 1.53  -0.605
C -5.15 -1.40 0.42  -0.647
C -3.92 -1.74 -0.13  -0.584
H 3.96 -1.27 3.10  0.412
H 2.86 -0.55 1.93  0.153
H 3.58 -2.13 1.61  0.278
H 5.14 0.48 1.86  0.327
H 5.84 -1.09 1.49  0.425
H 5.59 0.39 -0.49  0.392
H 4.64 -1.30 -2.00  0.383
H 5.62 -2.09 -0.76  0.433
H 3.85 -2.12 -0.66  0.299
H 2.98 2.05 1.14  0.315
H 2.97 2.65 -0.51  0.425
H 4.52 2.36 0.31  0.457
H 0.78 0.34 -1.84  0.394
H -0.84 2.82 1.34  0.423
H -3.18 3.59 1.03  0.436
H -4.51 2.68 -0.85  0.425
H -3.50 1.07 -2.39  0.472
H -1.35 -1.55 -3.37  0.411
H -2.77 -1.00 -2.44  0.332
H -0.19 -2.21 -1.30  0.406
H -1.78 -3.02 -1.38  0.432
H -1.92 -0.07 2.02  0.527
H -4.12 0.52 2.99  0.417
H -6.20 -0.32 1.94  0.408
H -6.05 -1.79 -0.04  0.406
H -3.89 -2.39 -0.99  0.378

***

Below is a structure of composition C32H30Br2CeN6O3PS2, with properties calculated with wB97M-V/def2-TZVPD.

- F_max: 1.15 eV/Å
- Net charge: +1
- Relative energy (zero: lowest compared OMol25 entry of this formula, charge and spin): 59.1 kcal per mole
- Lowest unoccupied orbital energy: -4.1 eV
- M: 941.663 g mol⁻¹
- Frontier orbital gap: 6.7 eV

Each line ends with the Mulliken charge.
Geometry (Å):
Ce -1.42 0.38 0.13  -0.678
C -4.48 4.40 -2.81  -0.777
S -3.66 3.16 -3.81  -0.015
C -3.09 1.99 -2.64  0.631
S -3.24 2.30 -0.96  -0.333
N -2.61 0.93 -3.25  -1.494
N -2.01 0.01 -2.41  1.220
C -2.09 -1.17 -2.90  -0.784
C -1.46 -2.40 -2.41  0.981
C -1.82 -3.63 -2.94  -0.982
C -1.22 -4.79 -2.50  -0.565
C -0.23 -4.72 -1.53  -0.794
C 0.13 -3.49 -1.02  0.154
N -0.49 -2.38 -1.47  0.102
H -5.10 4.96 -3.51  0.380
H -3.78 5.09 -2.33  0.219
H -5.12 3.96 -2.06  0.308
H -2.70 -1.33 -3.79  0.338
H -2.59 -3.65 -3.70  0.519
H -1.53 -5.75 -2.89  0.419
H 0.26 -5.60 -1.14  0.492
H 0.88 -3.30 -0.26  0.067
Br 0.15 3.03 -1.01  0.218
C -0.65 4.75 -0.58  -0.599
Br -1.44 4.88 1.15  -0.067
H -1.41 4.94 -1.34  0.230
H 0.17 5.46 -0.64  0.525
O -0.12 -1.23 -0.93  0.765
P 1.59 0.41 0.87  2.128
C 2.67 0.91 -0.51  -0.177
C 2.28 0.69 -1.83  0.254
C 3.09 1.08 -2.88  -0.801
C 4.30 1.71 -2.63  -0.676
C 4.70 1.93 -1.32  -0.724
C 3.89 1.53 -0.27  -0.731
C 2.08 1.44 2.28  0.339
C 3.16 1.10 3.09  -0.399
C 3.54 1.92 4.14  -0.778
C 2.83 3.09 4.39  -0.588
C 1.75 3.43 3.59  -0.839
C 1.37 2.60 2.54  0.098
C 2.21 -1.25 1.28  0.597
C 3.05 -1.94 0.40  -0.680
C 3.47 -3.23 0.69  -0.650
C 3.07 -3.85 1.86  -0.627
C 2.24 -3.17 2.75  -0.783
C 1.82 -1.88 2.47  -0.500
H 1.34 0.20 -2.05  0.359
H 2.77 0.91 -3.90  0.476
H 4.93 2.02 -3.45  0.394
H 5.65 2.41 -1.11  0.437
H 4.21 1.73 0.75  0.407
H 3.72 0.19 2.90  0.485
H 4.38 1.64 4.76  0.434
H 3.12 3.73 5.21  0.408
H 1.19 4.34 3.78  0.453
H 0.51 2.88 1.95  -0.214
H 3.38 -1.46 -0.51  0.329
H 4.14 -3.74 0.00  0.464
H 3.40 -4.85 2.09  0.420
H 1.93 -3.64 3.67  0.450
H 1.19 -1.37 3.18  0.497
N -4.86 -2.41 -0.64  -0.392
C -3.79 -1.98 0.03  1.118
O -3.52 -0.73 0.02  -0.337
C -2.91 -2.88 0.70  0.045
C -1.91 -2.22 1.39  0.400
N -1.17 -1.44 1.84  -0.384
C -3.04 -4.29 0.61  -0.255
N -3.12 -5.43 0.47  -0.545
H -5.18 -3.36 -0.54  0.212
H -5.48 -1.73 -1.04  0.275
C -2.73 1.63 2.56  -0.914
O -1.64 1.73 1.62  0.156
H -2.51 2.29 3.39  0.246
H -2.79 0.60 2.93  0.318
H -3.66 1.91 2.06  0.318

***

Below is a cluster of 2 separate species, C10H20BFO8P in total, with properties calculated with wB97M-V/def2-TZVPD.

- F_max: 2.95 eV/Å
- Net charge: -1
- Lowest unoccupied orbital energy: 1.9 eV
- M: 329.046 g mol⁻¹
- Frontier orbital gap: 6.0 eV

Each line ends with the Mulliken charge.
Geometry (Å):
C -1.50 -1.37 4.72  -1.218
C -1.44 0.11 4.23  -0.502
C -1.53 0.07 2.67  -0.169
C -0.45 0.91 1.96  -1.478
C -0.12 0.51 0.50  1.187
F -0.25 1.64 -0.29  -0.413
O -0.76 -0.66 0.00  -0.044
C -2.05 -0.56 -0.38  0.458
O -2.59 0.28 -0.98  -0.436
P -3.09 -2.07 0.07  0.737
O -3.99 -1.83 1.18  -0.629
O -3.83 -2.58 -1.28  -0.495
O -2.08 -3.29 0.46  -0.510
B 1.48 0.17 0.49  0.152
O 1.91 -0.93 1.24  -0.674
C 2.50 1.01 -0.36  -0.317
C 2.38 0.46 -1.85  -0.784
H -2.36 -1.83 4.23  0.284
H -1.59 -1.41 5.81  0.419
H -0.57 -1.84 4.36  0.273
H -2.29 0.67 4.63  0.335
H -0.50 0.59 4.52  0.364
H -1.58 -0.96 2.30  0.173
H -2.51 0.52 2.43  0.293
H -0.72 1.97 1.98  0.278
H 0.46 0.84 2.57  0.455
H -4.05 -3.51 -1.14  0.351
H -1.34 -3.31 -0.16  0.339
H 2.03 -1.66 0.61  0.317
H 3.51 0.75 -0.03  0.241
H 2.36 2.09 -0.31  0.260
H 3.37 0.36 -2.29  0.390
H 1.72 1.08 -2.45  0.230
H 1.94 -0.56 -1.77  0.130
C 1.90 2.25 -5.53  -0.800
C 3.33 1.78 -5.18  0.505
O 3.41 0.84 -4.35  -0.681
O 4.24 2.40 -5.76  -0.736
H 1.15 1.67 -4.99  0.234
H 1.78 3.30 -5.27  0.202
H 1.73 2.13 -6.60  0.278

***

Below is a structure of composition C13H22AsO3S, with properties calculated with wB97M-V/def2-TZVPD.

- F_max: 4.57 eV/Å
- Net charge: -1
- Lowest unoccupied orbital energy: 2.9 eV
- M: 333.305 g mol⁻¹
- Frontier orbital gap: 6.7 eV

Each line ends with the Mulliken charge.
Geometry (Å):
C -1.88 -0.12 2.92  -0.587
C -3.01 0.11 1.77  0.677
O -3.83 -0.80 1.49  -0.591
O -2.94 1.37 1.12  -0.325
C -2.81 1.23 -0.33  -0.972
As -0.95 0.68 -0.95  0.395
C -0.18 2.42 -0.23  -0.764
C 1.35 2.69 -0.62  -0.247
C 2.24 3.26 0.63  -0.403
S 3.92 2.41 0.54  -0.311
C -1.73 -1.10 -1.56  -0.761
O -0.79 -1.98 -2.25  -0.405
C 0.23 -2.44 -1.36  0.357
C -0.08 -3.04 0.03  -0.316
C 1.10 -3.47 0.94  -0.412
C 2.58 -3.31 0.51  -0.377
C 2.91 -2.73 -0.90  -0.426
C 1.72 -2.30 -1.81  -0.100
H -2.23 0.23 3.95  0.307
H -1.47 -1.18 2.90  0.204
H -1.00 0.57 2.62  0.103
H -3.01 2.27 -0.78  0.396
H -3.61 0.53 -0.79  0.353
H -0.58 0.02 0.41  -0.105
H 0.43 0.31 -1.58  -0.093
H -1.29 1.39 -2.33  0.032
H -0.80 3.34 -0.58  0.211
H -0.26 2.40 0.92  0.134
H 1.92 1.78 -1.01  0.127
H 1.44 3.50 -1.44  0.198
H 1.80 2.95 1.64  0.313
H 2.46 4.37 0.53  0.312
H 4.17 2.14 -0.82  0.121
H -2.56 -0.86 -2.33  0.274
H -2.27 -1.59 -0.67  0.210
H -1.18 -3.12 0.33  0.299
H 0.82 -3.92 1.96  0.270
H 3.41 -3.63 1.22  0.296
H 4.00 -2.58 -1.24  0.283
H 1.96 -1.85 -2.84  0.323

***

Below is an isolated molecule of C4H8ClF, with properties calculated with wB97M-V/def2-TZVPD.

- F_max: 3.99 eV/Å
- Net charge: 0
- Relative energy (zero: lowest compared OMol25 entry of this formula, charge and spin): 27.2 kcal per mole
- Lowest unoccupied orbital energy: 1.0 eV
- SMILES: CCC[C@H](F)Cl
- M: 110.559 g mol⁻¹
- Frontier orbital gap: 12.0 eV

Each line ends with the Mulliken charge.
Geometry (Å):
C 2.25 -0.18 -0.81  -0.941
C 1.69 -0.27 0.71  -0.436
C 0.47 0.72 0.79  -0.664
C -0.48 0.38 -0.23  0.220
F -1.43 1.43 -0.32  -0.301
Cl -1.32 -1.06 0.02  -0.171
H 1.86 -1.13 -1.36  0.214
H 3.30 0.04 -1.00  0.342
H 1.78 0.70 -1.20  0.274
H 2.57 0.00 1.30  0.291
H 1.40 -1.29 0.90  0.336
H 0.01 0.90 1.81  0.334
H 0.83 1.78 0.53  0.257
H -0.03 0.25 -1.15  0.245

***

Below is a cluster of 2 separate species, C4H10OS in total, with properties calculated with wB97M-V/def2-TZVPD.

- F_max: 4.51 eV/Å
- Net charge: 0
- Relative energy (zero: lowest compared OMol25 entry of this formula, charge and spin): 45.0 kcal per mole
- Lowest unoccupied orbital energy: 0.8 eV
- SMILES: CC=O.CCS
- M: 106.190 g mol⁻¹
- Frontier orbital gap: 9.8 eV

Each line ends with the Mulliken charge.
Geometry (Å):
C 2.21 -0.79 0.18  -0.933
C 1.27 0.44 0.66  0.127
O 1.30 1.52 0.13  -0.489
H 2.62 -0.61 -0.87  0.285
H 1.65 -1.78 0.13  0.238
H 3.05 -1.03 0.85  0.357
H 1.03 0.35 1.73  0.393
C -1.22 -0.04 -1.40  -1.033
C -1.59 0.58 -0.04  -0.507
S -1.43 -0.50 1.47  -0.249
H -1.75 -1.00 -1.26  0.328
H -0.29 -0.55 -1.55  0.290
H -1.50 0.55 -2.28  0.291
H -0.90 1.41 -0.06  0.367
H -2.63 1.00 0.01  0.392
H -1.83 0.46 2.31  0.142

***

Below is a structure of composition C2H3N2S, with properties calculated with wB97M-V/def2-TZVPD.

- F_max: 4.15 eV/Å
- Net charge: +1
- Relative energy (zero: lowest compared OMol25 entry of this formula, charge and spin): 44.1 kcal per mole
- Lowest unoccupied orbital energy (alpha / beta): -6.8 / -7.9 eV
- M: 87.127 g mol⁻¹
- Frontier orbital gap (alpha / beta): 8.2 / 7.5 eV

Each line ends with the Mulliken charge.
Geometry (Å):
C 1.61 -1.01 0.40  0.165
C 0.47 -0.30 -0.17  -0.092
N 1.39 -1.81 1.34  -0.204
N -0.60 -0.47 0.89  -0.239
S 0.03 -1.65 2.14  0.435
H 0.80 0.70 -0.46  0.315
H 0.10 -0.88 -1.03  0.297
H -1.57 -0.17 0.60  0.322

***

Below is a cluster of 2 separate species, C3H8N3 in total, with properties calculated with wB97M-V/def2-TZVPD.

- F_max: 5.76 eV/Å
- Net charge: +1
- Relative energy (zero: lowest compared OMol25 entry of this formula, charge and spin): 117.8 kcal per mole
- Lowest unoccupied orbital energy: -3.5 eV
- M: 86.118 g mol⁻¹
- Frontier orbital gap: 11.1 eV

Each line ends with the Mulliken charge.
Geometry (Å):
C -2.37 0.57 0.26  -0.542
C -1.87 -0.37 0.87  -0.278
C 1.58 -0.69 -0.01  0.066
N 1.66 0.08 1.12  -0.380
N 0.92 -0.68 -1.04  -0.537
N 0.00 0.36 -1.36  0.172
H -3.12 1.33 0.23  0.387
H -0.85 0.31 -0.74  0.075
H -1.37 -1.33 0.99  0.399
H 2.05 -1.66 -0.03  0.353
H 1.84 -0.41 1.96  0.233
H 0.32 1.28 -1.25  0.420
H -0.25 0.18 -2.38  0.411
H 1.44 1.03 1.37  0.220

***

Below is a structure of composition C43H47GeN4PdSSe2, with properties calculated with wB97M-V/def2-TZVPD.

- F_max: 2.16 eV/Å
- Net charge: 0
- Relative energy (zero: lowest compared OMol25 entry of this formula, charge and spin): 13.2 kcal per mole
- Lowest unoccupied orbital energy (alpha / beta): -0.3 / -1.0 eV
- M: 988.894 g mol⁻¹
- Frontier orbital gap (alpha / beta): 6.3 / 5.9 eV
- Spin multiplicity: 2

Each line ends with the Löwdin spin population.
Geometry (Å):
Pd -0.27 -0.90 1.12  -0.240
Se 0.10 -3.25 2.13  0.321
Se -1.52 -1.38 3.74  0.447
C -0.02 -0.39 4.29  0.027
C 0.29 -0.23 5.64  0.021
C 1.38 0.55 5.98  0.002
C 2.13 1.14 4.97  0.020
C 1.76 0.89 3.66  0.000
N 0.71 0.16 3.32  0.016
C -1.56 -3.65 1.29  0.013
C -2.09 -4.94 1.24  0.011
C -3.28 -5.12 0.56  0.002
C -3.89 -4.03 -0.05  0.011
C -3.28 -2.79 0.06  0.000
N -2.15 -2.61 0.72  -0.012
H -0.33 -0.71 6.38  0.002
H 1.65 0.69 7.02  0.000
H 2.97 1.77 5.19  0.001
H 2.34 1.30 2.83  0.000
H -1.56 -5.76 1.70  0.000
H -3.73 -6.09 0.49  0.000
H -4.81 -4.13 -0.60  0.001
H -3.72 -1.91 -0.40  0.000
C 3.41 -1.96 3.00  0.001
N 4.29 -1.27 2.09  0.001
C 5.51 -0.80 2.70  0.000
C 3.87 -0.82 0.89  -0.003
S 2.26 -0.56 0.49  -0.012
N 4.82 -0.54 -0.04  -0.001
C 6.00 -1.35 -0.20  0.000
C 4.45 0.16 -1.25  0.000
H 3.90 -2.87 3.35  0.000
H 2.48 -2.22 2.49  0.002
H 3.17 -1.34 3.87  0.000
H 5.26 -0.32 3.66  0.000
H 5.99 -0.06 2.07  0.000
H 6.20 -1.62 2.90  0.000
H 6.05 -2.11 0.58  0.000
H 6.90 -0.74 -0.17  0.000
H 5.96 -1.86 -1.17  0.000
H 3.71 0.92 -1.03  0.000
H 4.03 -0.52 -2.00  0.000
H 5.34 0.64 -1.66  0.000
C 1.49 3.93 -3.19  0.000
C 1.97 3.35 -2.03  0.000
C 1.29 2.29 -1.46  0.000
C 0.12 1.80 -2.03  0.003
C -0.33 2.38 -3.20  0.000
C 0.34 3.44 -3.78  0.000
Ge -0.79 0.21 -1.26  0.031
C -2.33 -0.23 -2.47  0.014
C -2.42 -1.44 -3.16  0.002
C -3.53 -1.73 -3.92  0.001
C -4.58 -0.83 -4.00  0.000
C -4.49 0.38 -3.34  0.000
C -3.38 0.67 -2.58  0.001
C 0.49 -1.22 -1.86  0.006
C 1.41 -0.92 -2.85  0.000
C 2.23 -1.91 -3.38  0.000
C 2.14 -3.21 -2.92  -0.001
C 1.22 -3.52 -1.93  0.002
C 0.40 -2.54 -1.41  0.003
H 2.01 4.77 -3.64  0.000
H 2.87 3.73 -1.56  0.000
H 1.67 1.83 -0.56  0.000
H -1.23 1.99 -3.66  0.000
H -0.02 3.87 -4.70  0.000
H -1.60 -2.15 -3.10  0.000
H -3.60 -2.67 -4.46  0.000
H -5.45 -1.07 -4.59  0.000
H -5.30 1.10 -3.41  0.000
H -3.30 1.62 -2.06  0.000
H 1.48 0.09 -3.22  0.000
H 2.94 -1.65 -4.16  0.000
H 2.78 -3.97 -3.33  0.000
H 1.13 -4.54 -1.58  0.001
H -0.36 -2.81 -0.69  0.003
C -0.43 2.53 1.26  0.002
C -1.81 1.88 1.13  0.026
C -2.38 1.76 2.56  0.016
C -1.70 0.51 0.51  0.222
C -2.80 2.71 0.32  0.012
C -2.44 3.85 -0.39  0.004
C -3.40 4.62 -1.03  0.000
C -4.73 4.26 -0.98  0.003
C -5.10 3.11 -0.31  0.000
C -4.15 2.34 0.33  0.003
H 0.25 1.77 1.66  0.001
H -0.48 3.37 1.95  0.000
H -0.05 2.87 0.31  0.000
H -1.58 1.46 3.24  0.004
H -3.17 1.02 2.63  0.003
H -2.77 2.72 2.89  0.001
H -2.67 0.00 0.47  0.004
H -1.41 4.16 -0.45  0.000
H -3.09 5.51 -1.56  0.000
H -5.48 4.88 -1.46  0.000
H -6.14 2.80 -0.28  0.000
H -4.46 1.45 0.85  0.000

***

Below is a structure of composition C2H4CdO, with properties calculated with wB97M-V/def2-TZVPD.

- F_max: 5.79 eV/Å
- Net charge: +1
- Relative energy (zero: lowest compared OMol25 entry of this formula, charge and spin): 0.0 kcal per mole
- Lowest unoccupied orbital energy (alpha / beta): -5.1 / -6.8 eV
- M: 156.465 g mol⁻¹
- Frontier orbital gap (alpha / beta): 8.3 / 9.0 eV
- Spin multiplicity: 2

Each line ends with the Löwdin spin population.
Geometry (Å):
O -1.20 -0.39 0.80  0.215
Cd -2.89 -1.10 -0.05  0.754
C -0.18 0.22 0.59  0.017
C 0.67 0.28 -0.58  0.005
H 0.90 -0.74 -0.93  0.000
H 0.23 0.88 -1.38  0.000
H 0.76 0.35 1.43  0.007
H 1.70 0.50 0.11  0.001

***

Below is a cluster of 2 separate species, C4H13NS in total, with properties calculated with wB97M-V/def2-TZVPD.

- F_max: 2.43 eV/Å
- Net charge: 0
- Relative energy (zero: lowest compared OMol25 entry of this formula, charge and spin): 11.3 kcal per mole
- Lowest unoccupied orbital energy: 0.9 eV
- SMILES: CCN.CCS
- M: 107.222 g mol⁻¹
- Frontier orbital gap: 10.0 eV

Each line ends with the Mulliken charge.
Geometry (Å):
C 0.76 0.78 2.40  -0.659
C 0.19 -0.63 2.27  -0.331
N -1.15 -0.67 1.70  -0.598
H 1.18 1.05 1.42  0.051
H 1.54 0.91 3.14  0.315
H -0.08 1.45 2.63  0.254
H 0.12 -1.10 3.26  0.314
H 0.82 -1.29 1.66  0.304
H -1.74 -0.10 2.30  0.241
H -1.15 -0.15 0.82  0.190
C -0.87 0.17 -3.01  -0.960
C 0.21 -0.54 -2.30  -0.283
S 1.60 0.56 -1.85  -0.139
H -1.48 0.85 -2.40  0.268
H -0.45 0.74 -3.85  0.294
H -1.64 -0.44 -3.52  0.323
H -0.05 -0.98 -1.33  0.218
H 0.72 -1.37 -2.79  0.303
H 1.47 0.76 -0.54  -0.104

***

Below is a cluster of 2 separate species, C3H8N2S in total, with properties calculated with wB97M-V/def2-TZVPD.

- F_max: 3.57 eV/Å
- Net charge: 0
- Relative energy (zero: lowest compared OMol25 entry of this formula, charge and spin): 68.5 kcal per mole
- Lowest unoccupied orbital energy: 0.7 eV
- SMILES: CCSN.C#N
- M: 104.178 g mol⁻¹
- Frontier orbital gap: 8.9 eV

Each line ends with the Mulliken charge.
Geometry (Å):
C 1.43 -0.62 -1.81  -0.860
C 0.18 0.17 -1.55  -0.501
S -0.41 0.15 0.23  0.053
N -1.26 -1.34 0.26  -0.628
H 1.54 -1.29 -1.01  0.316
H 1.40 -1.08 -2.78  0.291
H 2.29 0.14 -1.88  0.210
H -0.65 -0.26 -2.01  0.259
H 0.21 1.29 -1.82  0.342
H -0.95 -1.70 1.23  0.328
H -2.27 -1.20 0.19  0.230
C -2.64 0.06 2.52  0.069
N -1.53 0.30 2.43  -0.384
H -3.62 -0.21 2.30  0.276